(1)
A 2-piece molecular cluster, C2HN2O4 overall at a distorted geometry, computed with wB97M-V/def2-TZVPD.

Geometry as ORCA input:
```
! RIJCOSX wB97M-V def2-TZVPD def2/J DEFGRID3
* xyz -1 1
C 0.088 1.166 -0.137
C -0.077 -0.264 -0.271
N 0.932 1.998 -0.575
N 0.734 -2.794 0.635
O -0.103 -3.306 1.351
O 1.023 3.234 -0.314
O -1.273 1.240 0.172
O -1.485 -0.153 0.074
H 0.161 -1.122 -0.937
*
```

Results
E_LUMO (spin up / spin down) ... 2.861 / 3.153 eV
Energy relative to the best compared isomer or geometry (same formula, charge and spin) ... 10.035 eV
Maximum force ... 0.099 Eh/bohr
HOMO-LUMO gap (spin up / spin down) ... 5.8465 / 5.5286 eV

Atom charges from the natural (NBO) analysis, given in e for atoms 1 to 2:
1. C 0.28
2. C -0.12

---

(2)
An isolated ion of composition C2HN2O5S and charge -1 at a distorted geometry, computed with wB97M-V/def2-TZVPD.

Geometry as ORCA input:
```
! RIJCOSX wB97M-V def2-TZVPD def2/J DEFGRID3
* xyz -1 1
N 2.519 -0.478 -1.802
C 1.798 -0.243 -0.926
C 0.928 0.149 0.055
S -0.178 -1.023 0.587
O -0.439 -2.094 -0.325
O -0.117 -1.358 1.985
O -1.632 -0.020 0.551
N -1.407 1.126 -0.152
O -1.213 2.111 0.500
O -1.549 1.077 -1.337
H 1.290 0.753 0.866
*
```

Results
SMILES ... N#CC=[S@@](=O)([O-])O[N+](=O)[O-]
E_LUMO ... 3.529 eV
Energy relative to the best compared isomer or geometry (same formula, charge and spin) ... 1.670 eV
Maximum force ... 0.041 Eh/bohr
HOMO-LUMO gap ... 8.2631 eV

Atom charges from the natural (NBO) analysis, given in e for atoms 1 to 2:
1. N -0.45
2. C 0.28

---

(3)
An isolated molecule of C2HN2OP at a distorted geometry, computed with wB97M-V/def2-TZVPD.

Geometry as ORCA input:
```
! RIJCOSX wB97M-V def2-TZVPD def2/J DEFGRID3
* xyz 0 1
N 3.764 -1.207 0.681
C 2.901 -0.768 0.072
P 1.669 -0.155 -1.047
O -0.001 -0.651 0.166
C 1.717 1.460 -0.295
N 1.666 2.495 0.190
H -0.765 -0.480 -0.384
*
```

Results
SMILES ... N#CP(O)C#N
E_LUMO (spin up / spin down) ... -2.114 / -2.115 eV
Energy relative to the best compared isomer or geometry (same formula, charge and spin) ... 1.475 eV
Maximum force ... 0.083 Eh/bohr
HOMO-LUMO gap (spin up / spin down) ... 9.5314 / 9.5322 eV

Atom charges from the natural (NBO) analysis, given in e for atoms 1 to 2:
1. N -0.19
2. C -0.12

---

(4)
A 2-piece molecular cluster, C2HN3O2 overall at a distorted geometry, computed with wB97M-V/def2-TZVPD.

Geometry as ORCA input:
```
! RIJCOSX wB97M-V def2-TZVPD def2/J DEFGRID3
* xyz 0 1
N -0.568 1.119 -0.933
C 0.450 0.785 -1.602
N 1.517 1.653 -0.671
N 0.444 1.277 0.038
H 2.395 1.392 -0.303
O -2.697 -0.322 1.310
C -2.995 0.755 1.059
O -3.443 1.755 0.726
*
```

Results
SMILES ... n1c2[nH]n1-2.O=C=O
E_LUMO ... -0.787 eV
Energy relative to the best compared isomer or geometry (same formula, charge and spin) ... 6.161 eV
Maximum force ... 0.087 Eh/bohr
HOMO-LUMO gap ... 9.1977 eV

Atom charges from the natural (NBO) analysis, given in e for atoms 1 to 2:
1. N -0.33
2. C 0.29

---

(5)
An isolated molecule of C2HN3O3 at a distorted geometry, computed with wB97M-V/def2-TZVPD.

Geometry as ORCA input:
```
! RIJCOSX wB97M-V def2-TZVPD def2/J DEFGRID3
* xyz 0 1
O -1.478 1.587 0.263
C -0.501 0.944 0.040
N 0.906 1.405 -0.201
N 1.750 0.488 -0.197
O 1.652 -0.848 0.158
N 0.343 -1.436 0.276
C -0.566 -0.624 -0.110
O -1.676 -1.272 -0.222
H -2.575 -0.850 -0.316
*
```

Results
SMILES ... O=c1nnonc1O
E_LUMO ... -0.930 eV
Energy relative to the best compared isomer or geometry (same formula, charge and spin) ... 6.570 eV
Maximum force ... 0.078 Eh/bohr
HOMO-LUMO gap ... 9.2244 eV

Atom charges from the natural (NBO) analysis, given in e for atoms 1 to 2:
1. O -0.48
2. C 0.57

---

(6)
C2HN3O3 as an isolated structure at a distorted geometry, computed with wB97M-V/def2-TZVPD.

Geometry as ORCA input:
```
! RIJCOSX wB97M-V def2-TZVPD def2/J DEFGRID3
* xyz 0 1
C -0.773 -0.240 -0.068
C 1.633 -0.247 -0.092
H -2.991 -0.912 0.250
N -1.766 -1.133 -0.043
N -0.895 1.174 0.223
N 0.132 1.902 0.041
O 1.383 1.051 -0.353
O 2.771 -0.716 0.291
O 0.505 -0.880 -0.249
*
```

Results
E_LUMO ... -2.123 eV
Energy relative to the best compared isomer or geometry (same formula, charge and spin) ... 6.843 eV
Maximum force ... 0.138 Eh/bohr
HOMO-LUMO gap ... 9.2404 eV

Atom charges from the natural (NBO) analysis, given in e for atoms 1 to 2:
1. C 0.56
2. C 0.97

---

(7)
A 2-piece molecular cluster, C2HN3O3S overall at a distorted geometry, computed with wB97M-V/def2-TZVPD.

Geometry as ORCA input:
```
! RIJCOSX wB97M-V def2-TZVPD def2/J DEFGRID3
* xyz 0 1
C 2.508 -0.701 0.720
C 0.376 0.431 -1.014
N 3.073 -1.716 0.118
N 3.277 -2.791 -0.156
N -0.745 0.076 -0.793
O 1.274 1.024 -1.421
O 4.215 0.810 -0.692
O 2.670 1.783 1.077
S 3.211 0.744 0.309
H -1.341 -0.183 -0.037
*
```

Results
E_LUMO (spin up / spin down) ... -0.841 / -0.841 eV
Energy relative to the best compared isomer or geometry (same formula, charge and spin) ... 0.119 eV
Maximum force ... 0.071 Eh/bohr
HOMO-LUMO gap (spin up / spin down) ... 9.0533 / 9.0538 eV

Atom charges from the natural (NBO) analysis, given in e for atoms 1 to 2:
1. C -0.63
2. C 0.87

---

(8)
A 2-piece molecular cluster, C2HN3O4 overall at a distorted geometry, computed with wB97M-V/def2-TZVPD.

Geometry as ORCA input:
```
! RIJCOSX wB97M-V def2-TZVPD def2/J DEFGRID3
* xyz 0 3
C 1.574 -0.032 -0.198
C 2.264 -1.100 -0.062
N 1.074 1.104 -0.549
N 0.292 1.936 -0.228
N -1.346 -0.274 0.872
O 2.760 -2.130 0.063
O -0.208 2.971 -0.636
O -2.134 -0.548 1.691
O -1.730 -0.731 -0.382
H -2.546 -1.194 -0.571
*
```

Results
E_LUMO (spin up / spin down) ... -0.118 / -2.616 eV
Energy relative to the best compared isomer or geometry (same formula, charge and spin) ... 0.000 eV
Maximum force ... 0.116 Eh/bohr
HOMO-LUMO gap (spin up / spin down) ... 8.0073 / 6.4284 eV

Atom charges from the natural (NBO) analysis, given in e for atoms 1 to 2:
1. C -0.01
2. C 0.55

---

(9)
An isolated molecule of C2HN3OS at a distorted geometry, computed with wB97M-V/def2-TZVPD.

Geometry as ORCA input:
```
! RIJCOSX wB97M-V def2-TZVPD def2/J DEFGRID3
* xyz 0 1
S 2.486 -0.217 0.005
C 1.109 0.636 0.012
C -0.248 0.124 -0.039
N -0.741 -1.065 -0.019
N -2.096 -0.871 0.021
N -2.390 0.341 0.027
O -1.186 1.047 -0.024
H 1.131 1.701 0.074
*
```

Results
SMILES ... S=Cc1nnno1
E_LUMO ... -1.985 eV
Energy relative to the best compared isomer or geometry (same formula, charge and spin) ... 0.555 eV
Maximum force ... 0.031 Eh/bohr
HOMO-LUMO gap ... 7.9040 eV

Atom charges from the natural (NBO) analysis, given in e for atoms 1 to 2:
1. S 0.21
2. C -0.36

---

(10)
C2HN3S as an isolated structure at a distorted geometry, computed with wB97M-V/def2-TZVPD.

Geometry as ORCA input:
```
! RIJCOSX wB97M-V def2-TZVPD def2/J DEFGRID3
* xyz 0 1
C 0.288 -0.239 -0.153
C 0.131 -2.136 0.531
N 1.430 -0.439 -0.575
N 1.267 -2.478 0.096
N 1.980 -1.608 -0.558
S -1.148 -2.571 1.383
H -0.336 0.606 -0.001
*
```

Results
E_LUMO (spin up / spin down) ... -2.856 / -2.594 eV
Energy relative to the best compared isomer or geometry (same formula, charge and spin) ... 3.364 eV
Maximum force ... 0.074 Eh/bohr
HOMO-LUMO gap (spin up / spin down) ... 6.0372 / 6.4465 eV

Atom charges from the natural (NBO) analysis, given in e for atoms 1 to 2:
1. C 0.11
2. C -0.05